Record 1
C41H36NO3P2Pt | ωB97M-V with the def2-TZVPD basis set

```
84
Properties=species:S:1:pos:R:3:forces:R:3
Pt 0.000 0.000 0.000 1.3 0.3 -1.4
P -0.023 2.315 -0.210 -0.7 2.4 -1.1
C -0.313 0.058 1.799 -2.3 0.4 7.6
O -0.505 0.093 2.949 0.0 0.1 -4.1
P -0.044 -2.324 -0.061 0.2 -2.3 -1.7
C 0.010 3.284 1.342 0.2 -0.5 0.3
C -1.496 2.999 -1.056 -0.2 -0.4 0.0
C 1.406 2.959 -1.144 -0.3 0.4 -0.1
C 1.551 -3.178 -0.345 0.1 0.3 0.3
C -0.663 -3.165 1.440 -1.7 -0.2 -1.2
C -1.152 -2.926 -1.381 -0.2 0.3 0.0
C 1.083 4.114 1.683 -0.2 0.3 0.0
C 1.069 4.819 2.888 -0.2 0.0 0.0
C -0.015 4.703 3.756 0.2 -0.1 -0.2
C -1.089 3.876 3.420 0.0 -0.1 -0.2
C -1.077 3.168 2.222 0.1 0.0 0.2
H 1.926 4.213 1.006 -0.2 0.2 0.1
H 1.907 5.462 3.143 -0.1 -0.1 -0.1
H -0.024 5.253 4.693 0.0 -0.1 -0.1
H -1.935 3.777 4.095 0.1 0.1 -0.1
H -1.912 2.522 1.966 0.0 0.1 0.0
C 2.677 2.477 -0.803 -0.3 -0.3 0.2
C 3.809 2.965 -1.451 0.7 0.5 -0.5
C 3.678 3.927 -2.455 0.0 -0.2 0.0
C 2.413 4.400 -2.807 0.7 0.0 -0.1
C 1.279 3.920 -2.152 -0.6 -0.8 0.7
H 2.762 1.706 -0.040 0.3 -0.3 -1.1
H 4.791 2.586 -1.183 -0.1 0.1 0.0
H 4.559 4.299 -2.970 -0.1 -0.1 0.1
H 2.307 5.139 -3.596 0.0 -0.1 0.2
H 0.295 4.283 -2.434 0.1 -0.1 0.0
C -1.944 4.301 -0.787 0.0 -0.1 0.0
C -3.056 4.814 -1.452 0.2 -0.2 0.0
C -3.733 4.031 -2.390 0.2 -0.1 0.1
C -3.292 2.735 -2.660 0.1 0.0 0.0
C -2.181 2.217 -1.996 0.0 0.3 0.1
H -1.427 4.910 -0.051 -0.1 0.0 -0.1
H -3.396 5.822 -1.235 0.1 -0.2 0.0
H -4.602 4.431 -2.904 0.1 -0.1 0.1
H -3.816 2.122 -3.388 0.1 0.1 0.1
H -1.829 1.212 -2.208 -0.1 0.0 -0.1
C -1.858 -3.893 1.451 0.3 0.3 -0.4
C -2.299 -4.498 2.629 -0.7 0.0 -1.7
C -1.551 -4.384 3.800 1.6 0.6 1.4
C -0.356 -3.659 3.793 -0.3 -0.2 0.4
C 0.084 -3.050 2.622 0.8 -0.4 1.5
H -2.439 -3.991 0.540 0.0 0.0 0.1
H -3.228 -5.062 2.628 0.1 0.1 0.0
H -1.896 -4.855 4.716 0.1 0.0 -0.1
H 0.228 -3.562 4.703 -0.1 0.0 -0.1
H 1.010 -2.482 2.622 -0.3 -0.3 0.1
C 2.579 -2.517 -1.031 0.0 -0.1 0.1
C 3.789 -3.168 -1.270 -0.2 0.1 0.0
C 3.987 -4.475 -0.823 -0.3 0.0 0.1
C 2.968 -5.136 -0.136 -0.1 0.1 0.0
C 1.755 -4.491 0.104 0.1 0.0 0.1
H 2.417 -1.503 -1.382 0.1 0.0 0.0
H 4.581 -2.649 -1.804 -0.1 -0.1 0.1
H 4.933 -4.977 -1.006 -0.2 0.1 0.0
H 3.117 -6.152 0.220 0.0 0.2 -0.1
H 0.969 -5.005 0.650 0.1 -0.1 -0.1
C -0.884 -4.076 -2.130 0.0 0.0 0.0
C -1.783 -4.495 -3.111 0.0 0.2 0.1
C -2.953 -3.772 -3.345 0.1 0.1 0.2
C -3.224 -2.623 -2.599 0.1 0.0 0.0
C -2.324 -2.196 -1.626 0.1 -0.1 -0.2
H 0.030 -4.635 -1.956 -0.1 0.0 -0.1
H -1.565 -5.384 -3.697 0.0 0.1 0.1
H -3.648 -4.098 -4.114 0.1 0.1 0.1
H -4.129 -2.052 -2.786 0.1 -0.1 0.0
H -2.506 -1.287 -1.058 -0.2 0.0 0.0
H 3.390 -0.086 -3.661 0.0 0.0 0.0
H 2.808 -0.102 -4.124 0.0 0.0 0.0
O 3.346 2.371 1.718 -1.4 0.6 -2.5
C 2.331 1.732 2.041 3.2 0.9 -0.3
C 2.381 1.795 3.519 -1.8 2.8 2.1
C 3.191 0.572 3.647 3.4 -0.2 0.7
C 2.334 -0.176 2.687 -0.4 -0.4 1.6
O 1.667 -0.870 3.368 -2.3 -4.4 -0.3
N 1.959 0.451 1.455 1.2 1.2 0.8
H 2.863 2.694 3.974 -0.5 -0.5 -0.8
H 1.351 1.700 3.943 0.7 -0.2 0.0
H 4.247 0.652 3.300 -0.7 0.6 0.3
H 3.175 0.237 4.717 -0.1 -0.4 -1.3
```
Forces are in eV/Å.

⟨S²⟩ = 6.0490
Total charge = +3
Frontier orbital gap (alpha / beta) = 7.648 / 3.937 eV
HOMO (alpha / beta) = -16.3 / -16.5 eV
Multiplicity = 5

Here are the Löwdin charges for atoms 1 to 5, given in e: Pt 0.964; P 0.941; C -0.408; O 0.150; P 0.933

Record 2
C4H12NO | ωB97M-V with the def2-TZVPD basis set

```
18
Properties=species:S:1:pos:R:3:forces:R:3
C -0.981 0.275 -2.693 0.5 0.0 0.1
N 0.195 0.597 -2.335 0.2 0.2 0.0
H -1.647 -0.128 -1.941 0.0 -0.4 -0.2
H -1.246 0.402 -3.736 -0.4 0.3 0.1
H 0.801 1.156 -2.931 0.1 -0.4 -0.3
H 0.592 0.340 -1.425 -0.4 0.3 0.1
C -0.660 0.248 2.070 0.4 -0.3 0.3
C 0.453 0.127 1.045 -0.1 0.2 -0.5
C 0.402 -1.200 0.292 -0.3 0.2 0.1
O 1.755 0.275 1.574 -0.2 -0.2 0.2
H -0.498 1.116 2.711 -0.1 0.1 -0.1
H -0.668 -0.638 2.709 -0.1 0.0 0.0
H -1.629 0.335 1.586 -0.1 0.0 0.0
H 0.314 0.958 0.326 -0.1 0.1 0.0
H -0.577 -1.354 -0.174 0.0 0.0 0.1
H 0.542 -2.012 1.003 0.2 -0.1 -0.1
H 1.166 -1.259 -0.486 0.2 -0.2 0.1
H 1.687 0.762 2.404 0.2 0.0 -0.1
```
Forces are in eV/Å.

Total charge = +1
Frontier orbital gap = 8.015 eV
HOMO = -13.8 eV
Multiplicity = 1
ΔE to the lowest compared entry with this formula, charge and spin = 192.6 kJ/mol

Here are the natural (NBO) charges for atoms 1 to 5, given in e: C 0.165; N -0.574; H 0.239; H 0.242; H 0.447

Record 3
C6H6N | ωB97M-V with the def2-TZVPD basis set

```
13
Properties=species:S:1:pos:R:3:forces:R:3
C 3.343 -0.433 0.289 -1.2 1.4 -0.3
C 3.126 0.847 -0.103 -0.7 -1.6 0.6
C 0.501 -0.511 -0.668 4.7 0.9 0.1
C -1.792 -0.659 0.155 -0.2 -0.1 0.3
C 2.025 0.013 0.124 -1.8 -0.9 -1.5
C -2.802 0.385 -0.069 -0.2 0.3 -0.1
N -0.564 -0.515 -0.099 -1.1 0.0 1.0
H 4.019 -1.222 0.532 0.3 -0.3 0.1
H 3.504 1.805 -0.384 0.2 0.3 -0.1
H -2.107 -1.606 0.581 0.1 -0.1 0.0
H -2.376 1.284 -0.507 0.0 0.0 0.0
H -3.300 0.629 0.871 0.0 0.0 0.1
H -3.577 -0.018 -0.723 0.0 0.0 -0.1
```
Forces are in eV/Å.

Total charge = +1
Frontier orbital gap = 8.273 eV
HOMO = -13.2 eV
Multiplicity = 1
ΔE to the lowest compared entry with this formula, charge and spin = 321.4 kJ/mol

Here are the Löwdin charges for atoms 1 to 5, given in e: C 0.122; C 0.120; C 0.131; C -0.083; C 0.016

Record 4
C2HF2N | ωB97M-V with the def2-TZVPD basis set

```
6
Properties=species:S:1:pos:R:3:forces:R:3
C 2.336 -0.512 0.018 -4.9 -0.4 0.0
C -0.292 -0.754 -0.043 1.4 -2.0 0.3
N 3.462 -0.367 -0.065 2.2 0.3 -0.1
F -0.546 -1.386 -1.160 0.6 0.9 1.5
F -0.507 -1.496 1.019 0.4 1.0 -1.5
H -0.549 0.293 0.029 0.3 0.2 -0.1
```
Forces are in eV/Å.

Total charge = 0
Frontier orbital gap = 8.309 eV
HOMO = -10.8 eV
Multiplicity = 1
ΔE to the lowest compared entry with this formula, charge and spin = 352.7 kJ/mol

Here are the natural (NBO) charges for atoms 1 to 5, given in e: C -0.008; C 0.830; N -0.504; F -0.256; F -0.260

Record 5
C3H8O2 | ωB97M-V with the def2-TZVPD basis set

```
13
Properties=species:S:1:pos:R:3:forces:R:3
O 1.561 -0.577 -0.470 0.1 0.2 0.0
C 0.325 -0.390 -1.171 -0.2 0.0 -0.2
C -0.869 -0.152 -0.235 0.0 -0.1 0.0
C -0.505 0.626 1.029 -0.3 0.2 -0.2
O 0.255 -0.151 1.926 0.2 -0.1 0.0
H 2.018 0.272 -0.441 0.0 -0.2 0.0
H 0.168 -1.296 -1.765 0.0 0.2 0.1
H 0.431 0.447 -1.873 0.0 -0.1 0.1
H -1.305 -1.106 0.081 0.1 0.1 0.0
H -1.646 0.385 -0.796 0.1 -0.1 0.1
H 0.017 1.566 0.766 0.0 -0.2 0.0
H -1.419 0.914 1.559 0.1 0.0 -0.1
H 0.968 -0.537 1.390 -0.1 0.0 0.2
```
Forces are in eV/Å.

Total charge = 0
Frontier orbital gap = 10.855 eV
HOMO = -10.1 eV
Multiplicity = 1
ΔE to the lowest compared entry with this formula, charge and spin = 84.5 kJ/mol

Here are the natural (NBO) charges for atoms 1 to 5, given in e: O -0.737; C -0.066; C -0.462; C -0.061; O -0.730

Record 6
C39H44MnN3O3Si | ωB97M-V with the def2-TZVPD basis set

```
91
Properties=species:S:1:pos:R:3:forces:R:3
Mn -0.182 0.014 -1.256 0.4 0.0 0.2
C -2.239 2.776 -1.296 0.0 0.0 0.1
N -1.218 2.088 -2.074 -0.1 0.1 -0.1
C -0.039 2.957 -2.192 0.1 0.1 0.0
C -1.668 1.625 -3.366 -0.2 0.1 0.0
C -2.843 2.057 -3.963 0.0 0.0 0.0
C -3.236 1.558 -5.201 0.1 -0.1 0.0
C -2.440 0.616 -5.836 0.0 0.0 0.0
C -1.264 0.178 -5.248 0.0 0.0 -0.1
C -0.852 0.667 -4.007 0.2 0.2 0.2
N 0.248 0.243 -3.296 -0.1 -0.1 -0.1
C 1.418 -0.105 -3.895 -0.2 -0.1 -0.1
C 1.843 0.345 -5.159 0.0 0.0 -0.1
C 3.046 -0.070 -5.703 0.0 0.0 0.0
C 3.883 -0.935 -5.007 -0.1 0.0 0.0
C 3.504 -1.339 -3.731 0.0 0.0 0.0
C 2.308 -0.922 -3.173 0.1 0.0 0.2
N 1.928 -1.270 -1.816 0.3 -0.1 0.0
C 3.014 -0.999 -0.866 -0.2 -0.1 0.0
C 1.517 -2.676 -1.718 -0.1 0.1 0.0
H -2.564 3.711 -1.773 0.0 0.0 0.0
H -1.821 3.033 -0.321 0.0 -0.1 0.0
H -3.103 2.130 -1.148 0.0 0.0 0.0
H -0.317 3.938 -2.599 0.0 0.0 0.0
H 0.695 2.492 -2.845 0.0 0.0 0.0
H 0.407 3.097 -1.206 0.0 0.0 0.0
H -3.470 2.787 -3.471 0.0 0.0 0.0
H -4.160 1.898 -5.650 0.0 0.0 0.0
H -2.748 0.199 -6.788 0.0 0.0 0.0
H -0.659 -0.579 -5.732 0.0 0.0 0.0
H 1.207 1.030 -5.709 0.0 -0.1 0.0
H 3.335 0.290 -6.684 0.0 0.0 0.0
H 4.815 -1.279 -5.437 0.0 0.0 0.0
H 4.161 -1.983 -3.159 0.0 0.0 0.0
H 3.818 -1.744 -0.930 0.0 0.0 0.0
H 2.609 -1.005 0.145 0.1 -0.1 -0.2
H 3.430 -0.012 -1.063 0.0 0.0 0.0
H 2.286 -3.351 -2.113 0.0 0.0 0.0
H 0.591 -2.831 -2.272 0.0 0.0 0.0
H 1.342 -2.922 -0.668 -0.1 0.0 0.0
C 1.429 1.819 4.414 -0.1 0.0 0.0
C 0.494 1.708 3.202 0.0 0.0 0.0
C 0.706 2.938 2.306 0.1 0.0 0.0
C -0.952 1.746 3.712 0.0 0.0 -0.2
Si 0.793 0.140 2.122 0.0 0.2 0.1
O 0.499 0.465 0.584 -0.1 -0.1 0.0
C -0.214 -1.314 2.796 -0.1 -0.1 -0.1
C -0.365 -1.591 4.159 0.0 0.0 0.0
C -1.064 -2.705 4.602 0.0 0.0 0.0
C -1.635 -3.580 3.685 0.0 0.0 0.0
C -1.491 -3.338 2.327 0.0 0.1 0.1
C -0.781 -2.222 1.897 0.0 0.0 -0.1
C 2.597 -0.393 2.417 0.1 0.0 0.0
C 3.654 0.483 2.141 0.0 0.0 0.0
C 4.978 0.117 2.327 0.0 0.0 0.0
C 5.285 -1.156 2.794 0.0 0.0 0.0
C 4.260 -2.050 3.060 0.0 0.0 0.0
C 2.934 -1.668 2.875 0.1 0.0 0.1
H 1.207 2.745 4.960 0.0 0.0 0.0
H 2.483 1.837 4.136 0.0 0.0 0.0
H 1.294 0.987 5.110 0.0 0.0 0.0
H 0.412 3.849 2.843 0.0 0.0 0.0
H 0.119 2.867 1.389 0.0 0.0 0.0
H 1.751 3.050 2.007 0.0 0.0 0.0
H -1.137 2.699 4.225 0.0 0.0 0.0
H -1.167 0.943 4.416 0.0 0.0 0.0
H -1.674 1.656 2.897 0.2 0.0 0.1
H 0.080 -0.933 4.898 0.0 0.0 0.0
H -1.168 -2.890 5.665 0.0 0.0 0.0
H -2.196 -4.441 4.029 0.0 0.0 0.0
H -1.941 -4.000 1.597 0.0 0.0 0.0
H -0.693 -2.046 0.830 0.0 0.0 0.1
H 3.439 1.473 1.751 0.0 0.0 0.0
H 5.771 0.822 2.109 0.0 0.0 0.0
H 6.318 -1.449 2.945 0.0 0.0 0.0
H 4.490 -3.049 3.411 0.0 0.0 0.0
H 2.149 -2.384 3.088 0.0 0.0 0.0
O -3.380 -2.710 -1.048 0.0 -0.1 0.1
C -2.896 -1.652 -0.660 0.2 -0.4 -0.3
O -1.824 -1.130 -1.133 -0.1 0.1 0.2
C -3.618 -0.906 0.442 -0.2 0.1 0.1
C -3.179 0.314 0.932 0.2 0.2 0.0
C -3.929 1.008 1.875 0.0 -0.1 0.0
C -5.098 0.457 2.376 0.0 -0.1 0.0
C -5.516 -0.791 1.927 0.0 0.0 0.0
C -4.787 -1.460 0.957 0.0 0.1 0.0
H -2.231 0.716 0.586 -0.1 0.0 0.0
H -3.593 1.976 2.225 0.0 0.0 0.0
H -5.670 0.988 3.127 0.0 0.0 0.0
H -6.418 -1.238 2.328 0.0 0.0 0.0
H -5.109 -2.414 0.565 0.0 0.0 0.0
```
Forces are in eV/Å.

⟨S²⟩ = 8.7548
Total charge = -1
Frontier orbital gap (alpha / beta) = 6.733 / 6.849 eV
HOMO (alpha / beta) = -4.1 / -4.2 eV
Multiplicity = 6

Here are the natural (NBO) charges for atoms 1 to 5, given in e: Mn 1.597; C -0.412; N -0.498; C -0.410; C 0.061

Record 7
C4H13N2O2 | ωB97M-V with the def2-TZVPD basis set

```
21
Properties=species:S:1:pos:R:3:forces:R:3
C 2.584 0.707 0.054 0.2 3.7 -4.1
C 1.252 -1.150 -0.870 -3.5 1.9 2.1
C -2.496 -0.151 0.426 2.3 0.9 -1.7
C 1.504 -0.156 0.407 -0.7 -3.6 -0.5
N -4.623 0.330 -0.618 0.5 -0.2 0.3
N 0.236 0.568 0.644 -0.7 -0.1 1.6
O -2.925 -1.209 0.945 -1.6 -0.6 0.4
O -3.171 0.601 -0.411 -0.2 -0.6 0.3
H 2.384 1.134 -1.026 0.0 -0.5 1.7
H 2.706 1.608 0.604 0.2 0.6 1.1
H 3.518 0.283 -0.149 1.4 -1.2 0.4
H 0.707 -2.048 -0.506 0.5 0.4 -0.5
H 0.518 -0.561 -1.555 1.2 -1.0 1.0
H 2.097 -1.370 -1.445 1.4 -0.4 -0.5
H 1.825 -0.699 1.324 -0.8 0.0 -0.5
H -4.968 1.305 -0.492 0.0 -1.2 -0.7
H -4.734 -0.096 -1.581 0.4 1.3 1.3
H 0.226 1.100 1.570 0.1 -0.9 -1.6
H -1.022 -0.024 0.502 -0.3 1.2 0.4
H 0.196 1.256 -0.088 -0.2 0.7 -0.4
H -3.875 -1.343 0.738 -0.3 -0.1 0.1
```
Forces are in eV/Å.

Total charge = +1
Frontier orbital gap = 11.012 eV
HOMO = -14.2 eV
Multiplicity = 1
ΔE to the lowest compared entry with this formula, charge and spin = 544.6 kJ/mol

Here are the natural (NBO) charges for atoms 1 to 5, given in e: C -0.632; C -0.599; C 0.591; C -0.061; N -0.565

Record 8
C6H14 | ωB97M-V with the def2-TZVPD basis set

```
20
Properties=species:S:1:pos:R:3:forces:R:3
C -1.728 -1.044 0.761 -0.1 0.0 0.0
C -0.213 -1.036 0.573 0.0 -0.1 0.0
C 0.376 0.198 -0.143 0.0 0.0 0.0
C 0.058 1.481 0.648 0.0 0.1 0.0
C 1.896 0.011 -0.217 0.1 0.0 0.0
C -0.174 0.300 -1.572 0.0 0.0 -0.1
H -2.254 -0.960 -0.196 0.1 0.0 0.1
H -2.060 -0.219 1.402 0.0 -0.1 -0.1
H -2.051 -1.980 1.229 0.0 0.1 0.0
H 0.272 -1.119 1.557 -0.1 0.0 -0.1
H 0.085 -1.932 0.010 0.0 0.1 0.1
H 0.057 1.287 1.728 0.1 0.0 -0.1
H 0.802 2.264 0.460 -0.1 -0.1 -0.1
H -0.923 1.894 0.387 0.1 -0.1 0.1
H 2.345 0.010 0.783 -0.1 0.0 -0.1
H 2.363 0.816 -0.797 -0.1 -0.1 0.1
H 2.148 -0.941 -0.701 0.0 0.1 0.1
H -1.244 0.532 -1.584 0.2 0.0 0.0
H -0.030 -0.645 -2.111 0.0 0.1 0.1
H 0.340 1.087 -2.136 -0.1 -0.1 0.1
```
Forces are in eV/Å.

Total charge = 0
Frontier orbital gap = 11.873 eV
HOMO = -10.9 eV
Multiplicity = 1
ΔE to the lowest compared entry with this formula, charge and spin = 0.0 kJ/mol

Here are the natural (NBO) charges for atoms 1 to 5, given in e: C -0.613; C -0.388; C -0.056; C -0.613; C -0.599